1.
This record from the Open Molecules 2025 dataset describes a cluster of 2 separate species, H3ISi in total. The level of theory is the ωB97M-V functional and the def2-TZVPD basis.

Gap between HOMO and LUMO (alpha / beta), eV: 7.86 / 7.85
LUMO level (alpha / beta), eV: -0.81 / -0.81
E, Eh: -588.8657
Energy above the lowest of the compared OMol25 structures with the same formula, charge and spin, kcal per mole: 78.0

Cartesian coordinates (Å):
Si (0.57131, 0.14109, 0.32454)
I (1.80906, 2.22223, 0.98143)
H (1.44363, -0.54472, -0.60935)
H (-0.35639, -0.38169, 1.31186)
H (-1.42629, 1.38362, -0.58205)

=====

2.
This record from the Open Molecules 2025 dataset describes a structure of composition C2H5NO2S. The level of theory is the ωB97M-V functional and the def2-TZVPD basis.

Gap between HOMO and LUMO, eV: 9.47
LUMO level, eV: 0.06
E, Eh: -682.3640
Energy above the lowest of the compared OMol25 structures with the same formula, charge and spin, kcal per mole: 172.9

Cartesian coordinates (Å):
C (-1.79751, -0.29102, -0.87336)
C (0.63940, 0.23347, 0.19243)
H (-2.11566, -1.03793, -2.11306)
H (-2.50287, 0.78560, -0.48166)
H (-1.82765, -1.24985, 0.37566)
H (2.21883, 0.24273, -0.55054)
H (1.41377, 0.19169, 2.13961)
N (1.88620, 0.78071, 0.21897)
O (0.01892, -0.23125, 1.06850)
O (2.28527, 0.04081, 1.47437)
S (-0.21869, 0.53507, -1.45093)

=====

3.
This record from the Open Molecules 2025 dataset describes a structure of composition C14H17Cl3GeN4O3RhS2. The level of theory is the ωB97M-V functional and the def2-TZVPD basis.

Gap between HOMO and LUMO (alpha / beta), eV: 6.42 / 6.67
Multiplicity: 2
LUMO level (alpha / beta), eV: -7.20 / -6.95
E, Eh: -5352.3781
Total charge: +2
Energy above the lowest of the compared OMol25 structures with the same formula, charge and spin, kcal per mole: 7.0

Cartesian coordinates (Å):
Rh (0.99828, 0.52703, -0.32299)
N (-6.30456, -3.76088, 0.52357)
C (-5.04669, -3.32578, 0.37356)
C (-4.04699, -3.68400, 1.30922)
C (-2.76179, -3.24722, 1.15721)
C (-2.43464, -2.45060, 0.04740)
C (-3.41623, -2.06513, -0.88486)
C (-4.69922, -2.50285, -0.72413)
S (-0.88493, -1.82571, -0.17471)
O (-0.49002, -1.70536, -1.54740)
O (0.04379, -2.76537, 0.63212)
N (-0.65590, -0.35011, 0.43091)
C (-0.32258, -0.08588, 1.75877)
N (-0.83867, -0.63744, 2.82375)
C (-0.30125, -0.24197, 3.98289)
C (0.75831, 0.65210, 4.05609)
C (1.26132, 1.14917, 2.87073)
N (0.68715, 0.80640, 1.71682)
H (-6.56404, -4.35429, 1.29195)
H (-7.02190, -3.52184, -0.13849)
H (-4.30669, -4.31430, 2.14928)
H (-2.00613, -3.52116, 1.87951)
H (-3.15412, -1.45042, -1.73589)
H (-5.45706, -2.22988, -1.44632)
H (-0.72632, -0.67435, 4.88015)
H (1.18182, 0.94471, 5.00487)
H (2.09552, 1.83673, 2.83180)
O (1.75456, 1.92022, -1.68151)
S (3.19384, 2.33776, -2.09995)
C (2.91702, 3.38226, -3.55306)
C (3.65919, 4.68534, -3.28132)
C (3.37566, 5.02475, -1.82088)
C (3.63614, 3.74243, -1.03202)
H (1.83460, 3.52108, -3.58041)
H (3.23998, 2.84275, -4.44046)
H (3.31856, 5.46106, -3.96528)
H (4.73093, 4.55509, -3.44457)
H (2.33674, 5.33412, -1.69979)
H (4.00842, 5.83253, -1.45771)
H (3.03417, 3.63090, -0.13043)
H (4.68805, 3.61187, -0.77656)
Cl (2.75942, -1.32809, 0.27860)
Ge (1.73781, -3.23054, 0.12272)
Cl (2.38599, -4.51820, 1.61670)
Cl (1.80245, -4.00693, -1.79987)

=====

4.
This record from the Open Molecules 2025 dataset describes the ion C10H18NO with charge +1. The level of theory is the ωB97M-V functional and the def2-TZVPD basis.

SMILES: C=CCCCC(C)(C)[N+](C)=C=O
Gap between HOMO and LUMO, eV: 9.04
LUMO level, eV: -4.32
E, Eh: -521.4672
Total charge: +1
Energy above the lowest of the compared OMol25 structures with the same formula, charge and spin, kcal per mole: 73.5

Cartesian coordinates (Å):
C (1.22070, 0.16803, 1.39410)
C (-1.06171, 1.22292, 2.62216)
C (-0.59050, 1.61681, -1.19246)
C (-0.89982, 2.17566, 0.25339)
C (0.61938, 0.71506, -1.49539)
C (-1.39846, 1.17095, 1.34030)
C (0.58819, -0.71537, -0.91587)
C (-0.64490, -1.39538, -1.39650)
C (1.86538, -1.44203, -1.34388)
C (0.14529, -1.87260, 1.33185)
N (0.58865, -0.64186, 0.62849)
O (1.88824, 0.87511, 2.02310)
H (-1.40736, 0.33257, 3.24931)
H (-0.41467, 1.87435, 3.16286)
H (-1.61182, 1.10983, -1.31330)
H (-0.49097, 2.42656, -1.83014)
H (-0.25332, 2.91271, 0.62925)
H (-1.78007, 2.75362, 0.08716)
H (0.59823, 0.51536, -2.48439)
H (1.50337, 1.23681, -1.23582)
H (-2.14356, 0.42787, 0.99326)
H (-1.45312, -0.79960, -1.09134)
H (-0.93635, -2.31636, -0.92593)
H (-0.70830, -1.51301, -2.47061)
H (1.71957, -1.49812, -2.47385)
H (2.10330, -2.30279, -0.79082)
H (2.67201, -0.62556, -1.20185)
H (0.55882, -2.65785, 0.66566)
H (0.72002, -1.81958, 2.34705)
H (-0.99622, -1.93413, 1.43424)

=====

5.
This record from the Open Molecules 2025 dataset describes an isolated molecule of C4H8N2OS. The level of theory is the ωB97M-V functional and the def2-TZVPD basis.

SMILES: [H]/N=C(\NO)C(=C)CS
Gap between HOMO and LUMO, eV: 9.75
LUMO level, eV: 0.51
E, Eh: -740.0581
Energy above the lowest of the compared OMol25 structures with the same formula, charge and spin, kcal per mole: 65.2

Cartesian coordinates (Å):
C (-1.46411, 0.17842, 0.34147)
C (-0.13394, -0.22669, -0.33312)
C (-0.02327, -1.15782, -1.25067)
C (1.02252, 0.62984, 0.05885)
H (-2.57695, -1.96690, 0.46547)
H (-1.30392, 0.40674, 1.41960)
H (-1.71968, 1.15158, -0.05418)
H (0.86695, -1.37291, -1.78973)
H (-0.85945, -1.75651, -1.68303)
H (1.76632, 2.25464, 0.63315)
H (2.28219, -0.99819, 0.13745)
H (3.16477, 0.46130, 1.51153)
N (0.86238, 1.78749, 0.60721)
N (2.24943, -0.02324, -0.10472)
O (3.30167, 0.67231, 0.53035)
S (-2.88897, -0.77815, -0.08123)

=====

6.
This record from the Open Molecules 2025 dataset describes a structure of composition C36H51Cl42IN2O4S. The level of theory is the ωB97M-V functional and the def2-TZVPD basis.

Gap between HOMO and LUMO, eV: 7.82
LUMO level, eV: -0.43
E, Eh: -21836.4996

Cartesian coordinates (Å):
C (0.32504, -1.24621, -1.84582)
C (1.88942, -1.19648, -1.76798)
C (2.38690, -2.57896, -2.32292)
C (2.42346, -0.92130, -0.32576)
C (3.59765, -1.87158, 0.07878)
C (3.00497, 0.51637, -0.20120)
O (1.99524, 1.38333, -0.74362)
N (2.42603, 2.65932, -1.12863)
S (3.78490, 3.35610, -0.21370)
C (1.24398, 3.58597, -0.90382)
C (0.13649, 3.46186, -1.99627)
C (-0.08666, 4.84574, -2.71482)
C (-0.43421, 4.73091, -4.21966)
C (-1.74397, 3.96383, -4.53851)
I (-1.64065, 3.39712, -6.64836)
C (-1.20062, 3.18743, -1.22615)
C (-1.16398, 1.90324, -0.35373)
C (-2.58359, 1.46872, 0.10880)
C (-3.07610, 0.18654, -0.61048)
N (-4.41170, 0.42447, -1.21865)
C (-4.57074, -0.13864, -2.45755)
C (-5.85434, 0.23947, -2.87664)
C (-6.44725, 1.01491, -1.80524)
C (-5.49288, 1.11735, -0.77986)
O (0.29176, 2.38202, -2.89320)
C (1.59133, 2.26231, -3.46186)
C (2.75200, 2.78304, -2.58129)
C (4.10682, 2.16183, -3.00503)
O (4.17603, 0.94484, -3.29006)
O (5.09342, 2.92691, -3.07554)
H (-0.15144, -1.39440, -0.86571)
H (-0.00056, -2.09372, -2.47387)
H (-0.04211, -0.34137, -2.36010)
H (2.31844, -0.44959, -2.44977)
H (3.44216, -2.45816, -2.60091)
H (2.19836, -3.41363, -1.63324)
H (1.81313, -2.79965, -3.23731)
H (1.63992, -1.08853, 0.43263)
H (4.39168, -1.87920, -0.68398)
H (3.23176, -2.88462, 0.28640)
H (4.06246, -1.44544, 0.98798)
H (3.95256, 0.49218, -0.75655)
H (3.17691, 0.67380, 0.87802)
H (3.23455, 3.35766, 1.03935)
H (1.67283, 4.59512, -0.99047)
H (0.88520, 3.51055, 0.13068)
H (0.78164, 5.52050, -2.63249)
H (-0.94518, 5.34338, -2.22940)
H (0.37312, 4.32340, -4.84216)
H (-0.58770, 5.76416, -4.57684)
H (-2.61117, 4.63201, -4.48353)
H (-1.86758, 3.02548, -3.99530)
H (-2.04177, 3.04915, -1.92685)
H (-1.41388, 4.09062, -0.63732)
H (-0.61604, 1.14011, -0.92190)
H (-0.57079, 2.07228, 0.56625)
H (-3.25257, 2.32791, -0.02817)
H (-2.55418, 1.25136, 1.19095)
H (-2.39001, 0.01205, -1.45236)
H (-3.01867, -0.69878, 0.02962)
H (-3.80325, -0.73387, -2.93628)
H (-6.29493, -0.02664, -3.83395)
H (-7.44629, 1.43884, -1.78139)
H (-5.54400, 1.62885, 0.17544)
H (1.76888, 1.18610, -3.62627)
H (1.70321, 2.73601, -4.45107)
H (2.83843, 3.86622, -2.77481)
C (-2.53099, 4.35722, 3.77789)
Cl (-3.98504, 3.79655, 2.94809)
Cl (-1.61248, 2.99618, 4.42247)
Cl (-1.51575, 5.32876, 2.69962)
H (-2.83489, 4.98666, 4.60519)
C (-0.51133, -3.04149, 2.57147)
Cl (0.41962, -3.83950, 1.30400)
Cl (0.48397, -1.85823, 3.42795)
Cl (-1.95041, -2.27017, 1.89496)
H (-0.82921, -3.79282, 3.28179)
C (3.54707, -0.49417, -5.79134)
Cl (4.84759, -1.66501, -6.02227)
Cl (3.19476, 0.35554, -7.30241)
Cl (2.09471, -1.29804, -5.17534)
H (3.87008, 0.23535, -5.05072)
C (-5.62460, 1.01984, 5.95187)
Cl (-6.68795, 2.22477, 6.68324)
Cl (-5.72582, 1.08657, 4.19163)
Cl (-3.96021, 1.25183, 6.49368)
H (-5.95159, 0.03858, 6.27284)
C (1.80124, -6.52556, 4.39715)
Cl (0.10205, -6.04347, 4.47246)
Cl (2.73853, -5.40712, 3.40340)
Cl (2.47830, -6.63173, 6.02093)
H (1.85258, -7.50798, 3.94182)
C (-0.93414, 8.88304, -4.30956)
Cl (-1.37728, 9.71069, -5.80265)
Cl (-2.27817, 7.89693, -3.71706)
Cl (0.48982, 7.86906, -4.55246)
H (-0.69871, 9.63127, -3.56312)
C (-3.19947, 1.46971, -9.96060)
Cl (-1.91434, 2.66749, -9.74690)
Cl (-4.36041, 1.54175, -8.63522)
Cl (-4.01205, 1.70557, -11.51028)
H (-2.74660, 0.48621, -9.96148)
C (-4.37012, 6.57391, -0.25509)
Cl (-4.07822, 5.97069, -1.89008)
Cl (-4.42903, 8.33668, -0.25225)
Cl (-5.86357, 5.89720, 0.39751)
H (-3.54837, 6.25856, 0.37679)
C (-7.42273, 10.43950, -2.39823)
Cl (-7.43586, 12.19165, -2.61675)
Cl (-5.83178, 9.77502, -2.77362)
Cl (-7.90203, 10.01382, -0.75238)
H (-8.14124, 10.00701, -3.08306)
C (6.42984, -8.79046, 5.71348)
Cl (6.04143, -7.34231, 6.64854)
Cl (6.36180, -10.22998, 6.73302)
Cl (5.33609, -8.95444, 4.33691)
H (7.43992, -8.68860, 5.33542)
C (7.18514, -7.90739, 10.20526)
Cl (5.77647, -8.78677, 10.80636)
Cl (7.66463, -6.64499, 11.34478)
Cl (8.52456, -9.01334, 9.89443)
H (6.91450, -7.43493, 9.26998)
C (-6.12031, -2.46002, 1.58182)
Cl (-7.81468, -1.96077, 1.62994)
Cl (-5.17886, -1.37056, 0.56703)
Cl (-5.45511, -2.54884, 3.21958)
H (-6.06951, -3.45011, 1.14520)
C (0.85852, -10.47170, 4.34250)
Cl (-0.20008, -9.24403, 5.04573)
Cl (0.71585, -10.47566, 2.58260)
Cl (2.53698, -10.20291, 4.82459)
H (0.54801, -11.44123, 4.71177)
C (10.78187, -11.73335, 8.08760)
Cl (11.70066, -12.49192, 6.78420)
Cl (11.76735, -10.53227, 8.92771)
Cl (9.30145, -10.99812, 7.46574)
H (10.50498, -12.50162, 8.79873)

=====

7.
This record from the Open Molecules 2025 dataset describes an isolated molecule of C20H25ClN2O4S2. The level of theory is the ωB97M-V functional and the def2-TZVPD basis.

SMILES: CCOc1ccc(N(CC(=O)NCCSCc2ccc(Cl)cc2)S(C)(=O)=O)cc1
Gap between HOMO and LUMO, eV: 8.93
LUMO level, eV: 0.43
E, Eh: -2444.1734
Energy above the lowest of the compared OMol25 structures with the same formula, charge and spin, kcal per mole: 0.0

Cartesian coordinates (Å):
C (-1.48111, 1.08895, -6.09768)
C (-0.42815, 2.15863, -5.82485)
H (-0.78559, 2.87971, -5.08015)
H (-0.20234, 2.70061, -6.74760)
O (0.81599, 1.61036, -5.43170)
C (0.98021, 1.13791, -4.17014)
C (0.04867, 1.22419, -3.13902)
C (0.34966, 0.71796, -1.88796)
C (1.57880, 0.12994, -1.63699)
C (2.51640, 0.04697, -2.66155)
C (2.21559, 0.53651, -3.91367)
H (2.93036, 0.47613, -4.71914)
H (3.48087, -0.40602, -2.48245)
N (1.85795, -0.32525, -0.32812)
S (2.19644, 0.80681, 0.81780)
O (1.46594, 2.00066, 0.52644)
O (1.99002, 0.18368, 2.09688)
C (3.96342, 1.17506, 0.63499)
H (4.10429, 1.58279, -0.35726)
H (4.22248, 1.90639, 1.38904)
H (4.52993, 0.26469, 0.77752)
C (2.29924, -1.68012, -0.08679)
H (2.83796, -2.08396, -0.94745)
H (2.94741, -1.67965, 0.79245)
C (1.08826, -2.58286, 0.20015)
O (0.83981, -3.57337, -0.45442)
N (0.34942, -2.13754, 1.22656)
H (0.66888, -1.33137, 1.75413)
C (-0.85464, -2.79986, 1.66069)
C (-0.75301, -3.27607, 3.10547)
H (-1.68657, -3.73964, 3.42429)
H (0.05989, -3.99380, 3.21175)
S (-0.34269, -1.94868, 4.28608)
C (-1.92580, -1.03154, 4.37420)
C (-2.21928, -0.23364, 3.14367)
C (-3.44413, -0.35338, 2.49618)
C (-3.70839, 0.36554, 1.34391)
C (-2.73523, 1.21072, 0.83623)
C (-1.51264, 1.35597, 1.47272)
C (-1.26283, 0.63178, 2.62325)
H (-0.30123, 0.72310, 3.10603)
H (-0.75354, 2.01158, 1.07539)
Cl (-3.04998, 2.09108, -0.61858)
H (-4.65742, 0.26583, 0.84081)
H (-4.19951, -1.01803, 2.89097)
H (-2.71816, -1.74854, 4.59115)
H (-1.79340, -0.37550, 5.23597)
H (-0.99665, -3.66275, 1.00272)
H (-1.70701, -2.12213, 1.54714)
H (-0.37148, 0.78219, -1.09046)
H (-0.91591, 1.68158, -3.28874)
H (-2.39643, 1.55802, -6.44786)
H (-1.69801, 0.51776, -5.19857)
H (-1.12057, 0.40365, -6.86065)

=====

8.
This record from the Open Molecules 2025 dataset describes a cluster of 2 separate species, CH3F3NS in total. The level of theory is the ωB97M-V functional and the def2-TZVPD basis.

Gap between HOMO and LUMO (alpha / beta), eV: 5.47 / 5.93
Multiplicity: 3
LUMO level (alpha / beta), eV: -7.12 / -11.24
E, Eh: -791.8064
Total charge: +1
Energy above the lowest of the compared OMol25 structures with the same formula, charge and spin, kcal per mole: 85.1

Cartesian coordinates (Å):
C (2.18025, -0.17741, -0.02231)
N (-0.34317, -0.43060, 0.08284)
F (-2.20690, 1.11164, 1.09569)
F (-2.14003, 1.03778, -1.15297)
F (-2.76904, -1.06524, 0.18255)
S (-1.69011, 0.09175, 0.03227)
H (2.28722, -0.18903, -1.15495)
H (2.66372, -1.10298, 0.50874)
H (2.01807, 0.72408, 0.42812)